[1]
This record from OMol25 describes a cluster of 2 separate species, C5H15N2O3P in total at a distorted geometry. The level of theory is the ωB97M-V functional and the def2-TZVPD basis.

```
26
Properties=species:S:1:pos:R:3:mulliken_charge:R:1
C 0.44597 2.55697 -0.81870 -1.0720
C 2.66348 -1.89834 -0.02039 -1.0796
C -3.09054 0.02334 1.03435 -0.8683
C 1.35897 2.28013 0.36138 -0.2058
C 1.23597 -1.91327 -0.54002 -0.3124
N -2.54202 -0.86658 -1.01387 -0.4506
N -2.46624 0.20434 -0.23522 -0.0880
O -0.18015 -0.95196 1.73916 -0.7488
O 0.90351 1.22032 1.17413 -0.3629
O 0.71738 -0.60148 -0.65553 -0.3530
P -0.05741 0.03711 0.65715 0.8879
H 0.77878 3.45586 -1.33984 0.3905
H 0.46781 1.70996 -1.50136 0.2661
H -0.57394 2.70157 -0.46974 0.2978
H 3.31105 -1.34258 -0.69642 0.2730
H 2.68204 -1.42251 0.95872 0.2818
H 3.03518 -2.91548 0.07516 0.3860
H -2.68836 -0.83968 1.57949 0.3903
H -2.92802 0.92164 1.62404 0.2946
H -4.16470 -0.12586 0.88477 0.3302
H 1.42564 3.15338 1.02055 0.3110
H 2.36748 2.03458 0.00591 0.2292
H 0.61056 -2.49197 0.14803 0.3586
H 1.18188 -2.35798 -1.54003 0.2923
H -1.99265 -0.78236 -1.85780 0.2831
H -2.50163 -1.78914 -0.57392 0.2691
```

* HOMO energy (spin up / spin down): -7.904 / -7.928 eV
* E_LUMO (spin up / spin down): 0.281 / -0.285 eV
* frontier orbital gap (spin up / spin down): 8.185 / 7.642 eV


[2]
This record from OMol25 describes a cluster of 2 separate species, C5H15N2OS in total at a distorted geometry. The level of theory is the ωB97M-V functional and the def2-TZVPD basis.

```
24
Properties=species:S:1:pos:R:3:mulliken_charge:R:1
N -1.37427 -0.79504 -1.52593 -0.6837
C -1.27231 -0.73485 -0.06009 0.2494
C -2.50459 -0.02127 0.55197 -1.2374
S -2.82632 1.65507 -0.09066 -0.5681
C 0.02050 -0.09697 0.45778 -0.9996
N 1.17443 -0.98369 0.34817 -0.0248
C 1.45294 -1.61198 -0.93947 -0.8377
C 2.36233 -0.29152 0.86151 -1.1698
H -0.72701 -0.14813 -1.96098 0.2408
H -2.23326 -0.31335 -1.79585 0.3382
H -1.29135 -1.77462 0.29955 0.2329
H -3.42214 -0.60438 0.42416 0.3483
H -2.28460 -0.09896 1.62606 0.3955
H -0.14402 0.02861 1.53054 0.4884
H 0.14061 0.88441 -0.01296 0.2726
H 2.51155 -1.86310 -0.99846 0.3894
H 1.18617 -0.95146 -1.76962 0.2395
H 0.89700 -2.54689 -1.05324 0.2565
H 2.56739 0.65656 0.35148 0.3614
H 3.19249 -0.97888 0.97720 0.4232
H 2.11498 -0.02321 1.88080 0.3549
H -0.31164 3.12403 0.76667 0.3118
H 0.35799 3.75369 -0.41413 0.3182
O 0.41312 3.73592 0.54552 -0.6998
```

* HOMO energy: -2.933 eV
* net charge: -1
* E_LUMO: 3.522 eV
* energy relative to the best compared isomer or geometry (same formula, charge and spin): 16.85 kcal/mol
* frontier orbital gap: 6.454 eV


[3]
This record from OMol25 describes a cluster of 2 separate species, C5H15N2OS in total at a distorted geometry. The level of theory is the ωB97M-V functional and the def2-TZVPD basis.

```
24
Properties=species:S:1:pos:R:3:mulliken_charge:R:1
N 2.53797 0.66356 0.95483 -0.6667
C 1.40191 0.46219 -0.06791 0.2797
C 0.42183 1.54921 -0.43224 -0.3011
S 0.22679 2.92149 0.70962 -0.1611
C 0.54740 -0.73739 0.64244 -1.1143
N -0.27383 -1.10414 -0.47562 0.1432
C 0.23582 -2.39571 -1.08447 -1.0993
C -1.70677 -1.18968 -0.21013 -0.9653
H 2.17825 0.78431 1.94703 0.2740
H 2.89917 1.52581 0.62701 0.2688
H 1.86815 -0.18156 -0.89074 0.2525
H 0.86426 1.97016 -1.35656 0.3122
H -0.57421 1.18010 -0.58802 -0.0508
H -0.01971 -0.45641 1.50542 0.5051
H 1.19505 -1.50222 1.06792 0.2796
H 1.11413 -1.92523 -1.63584 0.3278
H -0.44070 -2.85059 -1.92650 0.3532
H 0.54569 -3.14117 -0.41700 0.3802
H -1.91925 -1.02535 0.92020 0.2192
H -2.14866 -2.12161 -0.40504 0.4439
H -1.96364 -0.19222 -0.66980 0.2953
H -2.09914 2.02398 1.04006 0.2843
H -2.12159 3.19622 0.15624 0.3498
O -2.76892 2.54626 0.58908 -0.6101
```

* HOMO energy (spin up / spin down): -8.642 / -8.628 eV
* <S²>: 0.7529
* multiplicity: 2
* E_LUMO (spin up / spin down): 0.704 / -2.424 eV
* energy relative to the best compared isomer or geometry (same formula, charge and spin): 60.72 kcal/mol
* frontier orbital gap (spin up / spin down): 9.346 / 6.204 eV


[4]
This record from OMol25 describes a cluster of 2 separate species, C5H15N3 in total at a distorted geometry. The level of theory is the ωB97M-V functional and the def2-TZVPD basis.

```
23
Properties=species:S:1:pos:R:3:mulliken_charge:R:1
C -1.17136 -0.60494 -1.05476 -0.1693
C -2.24246 -0.79186 -1.82666 -0.2678
N -3.54467 -0.36657 -1.37570 -0.6084
N 0.15944 -0.93134 -1.42834 -0.7897
H -1.33973 -0.20532 -0.06262 0.0885
H -2.09735 -1.13291 -2.85082 0.3388
H -4.18204 -1.14468 -1.50448 0.2909
H -3.89213 0.38951 -1.95505 0.2547
H 0.44260 -1.69475 -0.81411 0.3881
H 0.79877 -0.20017 -1.10102 0.5410
C 0.29894 1.97076 0.35410 -1.4964
C 0.95150 0.96425 1.32123 -1.8017
N 1.93430 0.06318 0.70960 0.8674
C 2.20286 -1.10773 1.54635 -3.7381
H -0.31207 2.69446 0.89387 0.5096
H -0.23445 1.47032 -0.45722 0.2080
H 1.09464 2.51647 -0.17129 0.3537
H 0.16530 0.33768 1.73723 0.1966
H 1.41169 1.49037 2.16818 1.2082
H 2.80238 0.58653 0.63154 0.3397
H 3.02000 -1.70557 1.13594 0.7477
H 2.41816 -0.83733 2.58859 0.9070
H 1.31569 -1.76035 1.51543 0.6317
```

* HOMO energy (spin up / spin down): 1.349 / -5.323 eV
* <S²>: 0.7504
* multiplicity: 2
* net charge: -1
* E_LUMO (spin up / spin down): 3.398 / 3.267 eV
* energy relative to the best compared isomer or geometry (same formula, charge and spin): 23.75 kcal/mol
* frontier orbital gap (spin up / spin down): 2.049 / 8.591 eV


[5]
This record from OMol25 describes a cluster of 2 separate species, C5H15N3 in total at a distorted geometry. The level of theory is the ωB97M-V functional and the def2-TZVPD basis.

```
23
Properties=species:S:1:pos:R:3:mulliken_charge:R:1
C 0.68264 -1.06422 -1.33795 -0.1817
C 1.85383 -1.69982 -0.57729 -0.6553
N 1.82767 -1.32656 0.84174 -0.5138
N 0.56261 -1.75978 -2.63212 -0.6815
H -0.20880 -1.16637 -0.71401 0.2581
H 0.91498 -0.02857 -1.56982 0.2680
H 1.80950 -2.78282 -0.76895 0.3135
H 2.79728 -1.41291 -1.04475 0.2866
H 2.64430 -1.74299 1.27965 0.2256
H 1.05191 -1.83036 1.26834 0.2320
H 0.11444 -2.65607 -2.52233 0.2071
H -0.01454 -1.23973 -3.26682 0.2327
C -2.61100 2.30047 0.11104 -1.1532
C -1.75839 1.56073 1.09116 -0.1112
C -0.43538 1.72327 1.19587 -0.1213
N 0.40108 1.17867 2.18699 -0.6447
H -2.02797 2.91850 -0.57045 0.3052
H -3.19373 1.57278 -0.45817 0.2758
H -3.28669 2.98480 0.62922 0.3143
H -2.24225 0.90705 1.81214 0.2595
H 0.08557 2.34940 0.47845 0.3085
H 1.15069 0.64203 1.75015 0.3328
H -0.11776 0.57251 2.81791 0.2432
```

* HOMO energy: -7.899 eV
* E_LUMO: 0.967 eV
* energy relative to the best compared isomer or geometry (same formula, charge and spin): 29.85 kcal/mol
* frontier orbital gap: 8.866 eV


[6]
This record from OMol25 describes an isolated molecule of C5H15N3 at a distorted geometry. The level of theory is the ωB97M-V functional and the def2-TZVPD basis.

```
23
Properties=species:S:1:pos:R:3:mulliken_charge:R:1
C -0.31043 0.52141 0.76592 0.8667
C -0.15483 0.07467 -1.70082 -0.7096
C -0.78638 -1.72313 -0.05324 -1.1352
C 0.97038 0.06424 1.48514 -1.5233
C 1.31831 -0.21839 -1.97124 -0.9429
N -0.76919 -0.29811 -0.29880 0.0103
N -1.50094 0.32716 1.81745 -0.7294
N -0.24475 1.89675 0.35209 -0.5962
H -1.54999 1.12575 2.44347 0.2506
H -2.41509 0.28472 1.37842 0.2626
H -0.57791 2.53206 1.06686 0.2625
H 0.68437 2.18310 0.07319 0.2042
H -0.37874 1.12764 -1.86680 0.3763
H -0.77760 -0.50309 -2.38750 0.4102
H -1.01892 -1.93789 0.98754 0.4245
H 0.15326 -2.23896 -0.28819 0.2976
H -1.56881 -2.15715 -0.67599 0.3365
H 1.74053 -0.25189 0.78780 0.2963
H 0.74789 -0.78345 2.12675 0.3510
H 1.36967 0.86271 2.10895 0.4088
H 1.54089 -0.05388 -3.02580 0.3753
H 1.97300 0.42213 -1.38294 0.2473
H 1.55528 -1.25642 -1.74227 0.2558
```

* HOMO energy: -8.228 eV
* E_LUMO: 1.067 eV
* energy relative to the best compared isomer or geometry (same formula, charge and spin): 29.93 kcal/mol
* frontier orbital gap: 9.295 eV


[7]
This record from OMol25 describes the ion C5H15N3 with charge +1 at a distorted geometry. The level of theory is the ωB97M-V functional and the def2-TZVPD basis.

```
23
Properties=species:S:1:pos:R:3:mulliken_charge:R:1
C 0.90642 1.14267 -0.26076 -0.6067
N 2.29460 0.95977 -0.64327 -0.6602
C 0.16694 -0.21384 0.00875 -0.0101
C -0.02618 -0.37342 1.56808 -0.5415
C 1.09104 -0.17284 2.52214 -1.2031
N -1.22283 -0.35608 -0.53294 -0.0487
C -1.33472 -0.72852 -1.95232 -0.3478
N -2.73900 -0.98384 -2.31202 -0.5858
H 0.80225 1.83919 0.59776 0.4151
H 0.43140 1.72056 -1.05471 0.3470
H 2.88828 1.81298 -0.62549 0.2859
H 2.70733 0.35550 0.00422 0.2327
H 0.87626 -1.00574 -0.45896 0.4242
H -0.45065 -1.38818 1.73654 0.3531
H -0.77434 0.56448 1.83176 0.2826
H 1.54606 0.84565 2.20181 0.2415
H 1.87344 -0.90819 2.53201 0.3535
H 0.79264 -0.25611 3.66609 0.3142
H -1.77269 0.49119 -0.25434 0.3975
H -0.84353 -1.71515 -2.13210 0.3567
H -0.94905 0.02743 -2.60470 0.4058
H -3.02395 -1.55064 -1.44029 0.3110
H -3.23973 -0.10686 -2.39725 0.2832
```

* HOMO energy (spin up / spin down): -13.639 / -13.512 eV
* <S²>: 0.7551
* multiplicity: 2
* net charge: +1
* E_LUMO (spin up / spin down): -3.043 / -8.300 eV
* energy relative to the best compared isomer or geometry (same formula, charge and spin): 47.98 kcal/mol
* frontier orbital gap (spin up / spin down): 10.596 / 5.212 eV


[8]
This record from OMol25 describes a cluster of 2 separate species, C5H15N3 in total at a distorted geometry. The level of theory is the ωB97M-V functional and the def2-TZVPD basis.

```
23
Properties=species:S:1:pos:R:3:mulliken_charge:R:1
C -0.42779 -0.19910 3.79171 -0.0493
C 0.65771 -1.69949 2.07034 -0.8261
C -0.94700 -1.11020 -1.08711 -0.8582
C -0.20275 0.83290 -3.07625 -0.9078
C 0.86863 2.00278 -1.24003 -0.8399
N -0.10096 -0.50088 2.60652 0.0472
N -0.26447 0.08560 -0.79634 -0.1054
N 0.10028 0.90557 -1.61103 0.2863
H -1.05788 0.62692 3.97093 0.2809
H -0.27725 -0.83496 4.63789 0.2914
H 0.00517 -2.33735 1.41505 0.2556
H 1.35322 -1.24574 1.42169 0.3671
H 1.15624 -2.05567 2.90899 0.4080
H -1.58311 -0.95461 -1.95397 0.4493
H -0.02232 -1.80953 -1.10192 0.3858
H -1.57114 -1.24302 -0.27765 0.2749
H -0.01490 -0.18865 -3.36192 0.4229
H -1.35224 1.00803 -3.26248 0.3913
H 0.25280 1.68828 -3.54686 0.3585
H 0.56531 2.91893 -1.66172 0.3678
H 1.16635 2.19004 -0.19994 0.3110
H 1.84228 1.70270 -1.58604 0.4616
H -0.14619 0.21745 1.94012 0.2270
```

* HOMO energy: -19.376 eV
* net charge: +2
* E_LUMO: -8.313 eV
* energy relative to the best compared isomer or geometry (same formula, charge and spin): 117.18 kcal/mol
* frontier orbital gap: 11.062 eV